[1]
The following is a quantum chemistry calculation of a structure of composition C30H39LaN3OS, from the Open Molecules 2025 dataset.

Positions of all 75 atoms, in Å:
La  -0.488  -0.003  -0.478
N  -1.938  -1.396  0.999
N  -0.690  -2.539  -1.667
C  2.136  0.901  -0.369
C  2.117  -0.476  0.030
C  1.537  -0.538  1.339
C  1.454  -1.736  2.212
H  1.445  -2.667  1.634
H  0.545  -1.723  2.827
H  2.314  -1.784  2.900
C  1.199  0.788  1.738
C  0.705  1.182  3.082
H  1.541  1.336  3.786
H  0.050  0.414  3.515
H  0.135  2.119  3.041
C  1.585  1.674  0.694
C  1.566  3.156  0.772
H  0.811  3.510  1.485
H  1.354  3.614  -0.202
H  2.539  3.547  1.112
C  2.659  -1.632  -0.733
H  3.712  -1.820  -0.465
H  2.625  -1.464  -1.821
H  2.100  -2.555  -0.529
C  2.731  1.456  -1.614
H  1.987  1.989  -2.229
H  3.169  0.667  -2.236
H  3.529  2.180  -1.384
C  -2.385  -1.038  2.228
H  -2.670  0.013  2.336
C  -2.519  -1.972  3.253
H  -2.905  -1.652  4.220
C  -2.180  -3.310  2.998
H  -2.357  -4.075  3.757
C  -1.637  -3.643  1.769
H  -1.281  -4.647  1.554
C  -1.429  -2.650  0.769
C  -0.520  -2.883  -0.325
H  0.187  -3.707  -0.187
C  -1.318  -1.370  -2.082
C  -0.056  -3.142  -2.778
H  0.447  -4.092  -2.711
C  -0.121  -2.263  -3.785
H  0.249  -2.346  -4.792
N  -0.799  -1.129  -3.328
C  -0.872  0.175  -3.904
C  0.241  0.756  -4.551
C  0.164  2.104  -4.922
H  1.021  2.551  -5.430
C  -0.968  2.878  -4.674
C  -1.051  4.312  -5.097
H  -0.851  4.996  -4.263
H  -2.049  4.555  -5.475
H  -0.328  4.539  -5.883
C  -2.035  2.293  -3.993
H  -2.928  2.884  -3.783
C  -2.020  0.945  -3.622
C  -3.246  0.352  -3.000
H  -3.752  -0.336  -3.692
H  -3.950  1.156  -2.764
H  -3.057  -0.213  -2.061
C  1.529  0.034  -4.792
H  1.419  -0.812  -5.486
H  2.014  -0.329  -3.870
H  2.228  0.743  -5.258
C  -3.219  3.049  1.842
S  -3.224  2.507  0.126
C  -2.960  4.094  -0.678
O  -1.826  1.820  -0.067
H  -4.079  2.565  2.324
H  -2.287  2.769  2.350
H  -3.370  4.134  1.879
H  -2.366  4.748  -0.027
H  -2.450  3.928  -1.635
H  -3.950  4.535  -0.845

E_LUMO (alpha / beta), hartree: 0.086 / 0.086
Total charge: -1
ΔE to the lowest compared entry with this formula, charge and spin, kcal per mole: 0.0
HOMO-LUMO gap (alpha / beta), Ha: 0.090 / 0.122

Löwdin population analysis, charges in e, atoms 1 to 6: 1.966 -0.092 -0.155 -0.344 -0.358 -0.329



[2]
The following is a quantum chemistry calculation of a structure of composition C30H40AlClN4OP, from the Open Molecules 2025 dataset.

Positions of all 78 atoms, in Å:
C  2.597  -0.434  -3.454
C  1.520  -0.577  -2.408
C  1.766  -1.664  -1.397
C  0.464  0.241  -2.380
C  -0.628  0.248  -1.339
C  -0.199  0.934  -0.015
C  -1.195  1.953  0.549
C  -1.684  2.953  -0.515
C  -0.595  2.712  1.743
C  -0.180  1.822  2.940
Al  1.814  1.669  3.114
C  2.506  3.344  4.011
C  3.696  3.380  4.746
C  4.106  4.549  5.365
C  3.319  5.682  5.236
N  2.181  5.704  4.551
C  1.811  4.557  3.973
P  2.179  -0.231  4.570
O  1.819  0.445  6.057
Cl  4.312  -0.341  4.725
H  2.352  0.352  -4.171
H  2.749  -1.374  -3.993
H  3.549  -0.180  -2.977
H  1.972  -2.616  -1.896
H  2.634  -1.413  -0.779
H  0.921  -1.811  -0.722
H  0.401  1.000  -3.160
H  -0.931  -0.783  -1.122
H  -1.514  0.734  -1.756
H  0.778  1.411  -0.138
H  -0.054  0.147  0.731
H  -2.054  1.401  0.960
H  -2.670  2.691  -0.912
H  -1.005  2.994  -1.373
H  -1.755  3.960  -0.098
H  0.254  3.303  1.367
H  -1.360  3.431  2.065
H  -0.589  2.231  3.870
H  -0.639  0.831  2.817
H  2.570  1.321  1.736
H  4.299  2.482  4.841
H  5.020  4.591  5.950
H  3.622  6.612  5.712
H  0.866  4.611  3.435
H  1.890  -0.242  6.728
N  -0.408  -4.235  -2.755
C  -1.084  -5.382  -2.799
C  -2.403  -5.476  -3.216
C  -3.057  -4.319  -3.610
C  -2.365  -3.120  -3.569
C  -1.046  -3.128  -3.135
H  -0.551  -6.269  -2.478
H  -2.901  -6.436  -3.226
H  -4.088  -4.352  -3.940
H  -2.833  -2.190  -3.862
H  -0.476  -2.206  -3.090
N  -1.069  6.786  -0.205
C  -1.352  7.782  -1.039
C  -2.006  8.943  -0.652
C  -2.385  9.074  0.675
C  -2.096  8.044  1.554
C  -1.436  6.924  1.066
H  -1.040  7.642  -2.069
H  -2.209  9.723  -1.374
H  -2.896  9.965  1.017
H  -2.367  8.102  2.599
H  -1.184  6.099  1.724
N  -1.006  -8.845  -2.009
C  -1.962  -9.527  -2.634
C  -1.901  -10.892  -2.871
C  -0.783  -11.587  -2.438
C  0.221  -10.890  -1.787
C  0.061  -9.525  -1.597
H  -2.821  -8.952  -2.961
H  -2.710  -11.393  -3.384
H  -0.696  -12.653  -2.605
H  1.112  -11.389  -1.431
H  0.825  -8.946  -1.088

E_LUMO, hartree: 0.072
Total charge: -1
HOMO-LUMO gap, Ha: 0.223

Löwdin population analysis, charges in e, atoms 1 to 6: -0.074 -0.369 -0.059 -0.100 -0.195 -0.179



[3]
The following is a quantum chemistry calculation of a structure of composition C30H40Br51N3O3Si, from the Open Molecules 2025 dataset.

Positions of all 128 atoms, in Å:
C  -3.537  1.377  -0.604
Si  -1.928  2.381  -0.745
C  -1.863  3.060  -2.514
C  -0.520  1.139  -0.548
O  -1.994  3.565  0.470
C  -0.701  4.010  0.867
C  -0.044  5.094  -0.087
C  1.459  4.794  -0.091
C  2.149  4.571  1.008
C  3.611  4.216  0.820
O  4.466  4.551  1.578
C  3.885  3.341  -0.408
C  4.874  2.175  -0.318
C  3.972  0.901  -0.015
N  4.470  0.150  1.191
N  2.575  1.276  0.290
N  3.853  0.046  -1.253
C  3.217  3.586  -1.516
C  2.227  4.735  -1.427
O  2.063  5.553  -2.274
H  -3.409  0.371  -1.037
H  -4.393  1.943  -1.006
H  -3.732  1.262  0.484
H  -1.993  4.149  -2.608
H  -0.934  2.720  -3.008
H  -2.683  2.595  -3.095
H  -0.849  0.197  -1.034
H  -0.286  0.882  0.498
H  0.394  1.441  -1.093
H  -0.001  3.184  1.079
H  -0.842  4.536  1.831
H  -0.163  6.083  0.387
H  -0.484  5.120  -1.091
H  1.695  4.623  2.003
H  5.555  2.394  0.523
H  5.451  2.049  -1.242
H  4.377  0.855  1.934
H  3.716  -0.510  1.387
H  2.487  1.604  1.246
H  1.957  0.491  0.105
H  4.630  0.219  -1.881
H  2.993  0.389  -1.684
H  3.321  2.997  -2.429
C  -0.843  -2.792  1.401
Br  -0.750  -3.162  -0.488
Br  0.749  -1.900  2.041
Br  -2.450  -1.820  1.858
H  -0.894  -3.745  1.912
C  5.242  0.935  5.318
Br  6.675  1.447  6.499
Br  3.540  0.776  6.210
Br  5.066  2.117  3.806
H  5.486  -0.046  4.930
C  7.899  3.673  10.095
Br  6.907  4.719  8.809
Br  7.132  1.918  10.345
Br  9.773  3.575  9.642
H  7.828  4.188  11.044
C  6.237  7.642  2.825
Br  6.046  8.585  1.152
Br  8.059  7.679  3.463
Br  4.999  8.290  4.156
H  5.986  6.605  2.635
C  -0.184  7.916  -3.778
Br  1.153  9.029  -4.614
Br  -1.166  8.869  -2.416
Br  -1.362  7.116  -5.081
H  0.342  7.107  -3.283
C  -2.831  -6.941  -1.255
Br  -2.970  -6.012  -2.946
Br  -1.075  -6.816  -0.461
Br  -4.210  -6.375  -0.026
H  -3.001  -7.989  -1.466
C  -0.199  8.119  -8.958
Br  -0.641  9.997  -8.989
Br  -1.519  7.057  -9.888
Br  1.582  7.791  -9.627
H  -0.212  7.806  -7.921
C  -6.297  -1.401  4.248
Br  -4.969  -1.982  5.524
Br  -5.509  -0.981  2.535
Br  -7.726  -2.686  4.072
H  -6.734  -0.488  4.633
C  -4.787  -2.680  -1.819
Br  -3.420  -1.535  -2.561
Br  -5.890  -1.774  -0.522
Br  -5.829  -3.480  -3.226
H  -4.290  -3.488  -1.292
C  0.244  -2.092  6.822
Br  1.482  -3.255  7.737
Br  0.356  -0.277  7.467
Br  0.460  -2.175  4.903
H  -0.753  -2.448  7.046
C  -9.620  -3.659  0.262
Br  -7.920  -4.569  0.264
Br  -9.859  -2.603  -1.335
Br  -11.088  -4.882  0.540
H  -9.615  -2.973  1.099
C  0.155  -4.501  -4.828
Br  1.569  -5.633  -4.166
Br  0.251  -2.727  -4.073
Br  0.110  -4.458  -6.757
H  -0.780  -4.936  -4.498
C  -5.697  -9.817  -3.397
Br  -4.420  -10.322  -2.039
Br  -5.920  -7.904  -3.513
Br  -5.249  -10.574  -5.113
H  -6.652  -10.232  -3.103
C  -2.669  1.845  3.716
Br  -2.437  2.639  1.970
Br  -1.040  1.899  4.755
Br  -4.149  2.640  4.669
H  -2.914  0.801  3.561
C  5.877  -3.431  -0.009
Br  5.456  -1.535  -0.055
Br  4.562  -4.465  -0.990
Br  7.684  -3.818  -0.605
H  5.816  -3.743  1.026
C  -5.700  -7.924  -8.072
Br  -5.657  -8.271  -9.970
Br  -4.109  -7.010  -7.476
Br  -7.301  -6.981  -7.551
H  -5.720  -8.884  -7.572
C  3.048  -7.850  1.272
Br  2.991  -8.253  -0.615
Br  4.705  -7.002  1.776
Br  1.518  -6.806  1.825
H  2.997  -8.792  1.801

E_LUMO, hartree: -0.040
Total charge: 0
HOMO-LUMO gap, Ha: 0.276

Löwdin population analysis, charges in e, atoms 1 to 6: -0.220 0.434 -0.143 -0.158 -0.644 -0.323



[4]
The following is a quantum chemistry calculation of a structure of composition C30H40BrCaF6N7O6S3, from the Open Molecules 2025 dataset.

Positions of all 94 atoms, in Å:
Ca  0.965  -0.204  -0.076
C  -2.423  1.455  2.224
C  -2.324  0.648  0.950
C  -2.316  1.336  -0.272
C  -2.421  2.841  -0.296
C  -2.309  0.640  -1.489
C  -2.308  1.428  -2.776
C  -2.311  -0.759  -1.482
C  -2.459  -1.571  -2.742
C  -2.238  -1.445  -0.264
C  -2.156  -2.952  -0.286
C  -2.289  -0.756  0.957
C  -2.393  -1.573  2.224
H  -1.571  2.134  2.327
H  -2.445  0.838  3.115
H  -3.321  2.076  2.224
H  -3.457  3.152  -0.467
H  -1.823  3.269  -1.096
H  -2.095  3.300  0.635
H  -3.225  2.013  -2.888
H  -2.196  0.799  -3.652
H  -1.472  2.128  -2.788
H  -1.514  -2.035  -3.027
H  -2.807  -0.982  -3.585
H  -3.182  -2.374  -2.591
H  -3.138  -3.407  -0.451
H  -1.754  -3.347  0.643
H  -1.503  -3.281  -1.096
H  -3.184  -2.319  2.124
H  -2.622  -0.976  3.100
H  -1.458  -2.097  2.430
F  5.020  2.041  1.839
C  4.649  0.888  1.287
F  3.753  0.303  2.083
F  5.704  0.098  1.168
S  3.939  1.167  -0.393
O  3.338  -0.105  -0.759
O  4.991  1.692  -1.192
N  2.779  2.174  0.030
S  1.817  2.770  -1.072
O  2.388  3.026  -2.353
O  0.553  2.054  -1.018
C  1.433  4.414  -0.340
F  2.527  5.157  -0.259
F  0.538  5.022  -1.110
F  0.915  4.275  0.888
S  1.202  -2.552  1.483
C  1.113  -3.978  0.533
N  1.531  -4.069  -0.715
C  1.425  -5.280  -1.521
C  0.258  -6.122  -1.040
C  0.404  -6.354  0.454
N  0.596  -5.072  1.119
H  1.876  -3.249  -1.215
H  2.358  -5.849  -1.455
H  1.303  -4.962  -2.555
H  0.238  -7.075  -1.567
H  -0.680  -5.601  -1.243
H  1.253  -7.015  0.652
H  -0.488  -6.822  0.870
H  0.301  -4.947  2.071
C  -1.283  3.276  5.637
C  0.068  3.876  5.262
C  -0.029  4.707  3.987
C  1.159  2.809  5.161
N  0.902  1.822  4.118
C  1.231  1.828  2.829
N  0.755  0.736  2.278
N  0.110  0.067  3.261
N  0.204  0.700  4.365
H  -2.014  4.069  5.799
H  -1.220  2.679  6.548
H  -1.661  2.632  4.842
H  0.397  4.530  6.076
H  -0.391  4.105  3.150
H  0.935  5.136  3.705
H  -0.734  5.527  4.121
H  1.248  2.250  6.091
H  2.124  3.264  4.936
H  1.817  2.586  2.341
Br  0.001  -3.698  -5.140
C  0.348  -1.841  -5.352
C  -0.024  -1.252  -6.551
C  0.174  0.108  -6.733
C  0.723  0.872  -5.713
C  1.065  0.274  -4.512
C  0.896  -1.095  -4.318
C  1.302  -1.692  -2.991
O  2.154  -2.577  -2.953
O  0.676  -1.218  -1.982
H  -0.465  -1.856  -7.331
H  -0.107  0.567  -7.672
H  0.878  1.935  -5.847
H  1.478  0.870  -3.708

E_LUMO, hartree: 0.012
Total charge: 0
ΔE to the lowest compared entry with this formula, charge and spin, kcal per mole: 16.2
HOMO-LUMO gap, Ha: 0.318

Löwdin population analysis, charges in e, atoms 1 to 6: 1.233 -0.064 -0.188 -0.200 -0.040 -0.180



[5]
The following is a quantum chemistry calculation of a structure of composition C30H40BrFeN7O4P2S2, from the Open Molecules 2025 dataset.

Positions of all 87 atoms, in Å:
Fe  -0.422  0.307  0.842
O  3.088  4.154  -0.262
C  3.866  3.063  -0.135
C  5.245  3.245  -0.251
C  6.103  2.172  -0.142
C  5.613  0.887  0.085
C  4.254  0.702  0.209
C  3.361  1.775  0.112
C  1.927  1.498  0.280
O  1.548  0.343  0.649
N  1.076  2.518  0.068
N  -0.177  2.111  0.293
C  -1.205  2.882  0.213
C  -2.461  2.227  0.514
C  -3.698  2.860  0.421
C  -4.846  2.136  0.677
C  -4.738  0.792  1.012
C  -3.477  0.233  1.094
N  -2.361  0.922  0.872
H  2.151  3.850  -0.229
H  5.611  4.245  -0.438
H  7.169  2.333  -0.246
H  6.289  0.045  0.150
H  3.836  -0.282  0.364
H  -1.141  3.923  -0.080
H  -3.745  3.902  0.137
H  -5.816  2.609  0.608
H  -5.610  0.184  1.205
H  -3.343  -0.813  1.346
C  -0.237  -5.008  1.140
N  -1.007  -4.442  2.252
C  -0.119  -4.331  3.411
N  1.102  -3.571  3.164
C  1.796  -4.162  2.017
N  0.973  -4.265  0.818
C  0.657  -2.947  0.266
P  -0.284  -1.901  1.454
C  -1.584  -3.145  1.892
C  0.799  -2.159  2.928
H  -0.874  -5.057  0.255
H  0.049  -6.025  1.421
H  0.166  -5.343  3.708
H  -0.666  -3.870  4.237
H  2.115  -5.168  2.301
H  2.681  -3.564  1.792
H  0.066  -3.055  -0.645
H  1.561  -2.412  -0.026
H  -2.253  -3.277  1.035
H  -2.195  -2.783  2.727
H  0.322  -1.742  3.820
H  1.722  -1.597  2.762
C  -0.447  -2.868  -3.898
C  -0.849  -1.574  -4.583
C  -2.338  -1.294  -4.477
O  -0.108  -0.418  -4.133
P  0.543  -0.107  -2.697
S  2.213  -1.034  -2.372
S  -0.990  -0.338  -1.359
O  0.865  1.445  -2.856
C  0.149  2.498  -3.529
C  -1.358  2.448  -3.352
C  0.561  2.531  -4.991
H  -0.878  -3.707  -4.448
H  -0.823  -2.896  -2.874
H  0.635  -2.978  -3.874
H  -0.577  -1.641  -5.639
H  -2.631  -1.176  -3.435
H  -2.897  -2.125  -4.910
H  -2.597  -0.385  -5.022
H  0.532  3.396  -3.035
H  -1.784  1.564  -3.826
H  -1.789  3.336  -3.817
H  -1.634  2.428  -2.299
H  0.236  1.624  -5.498
H  1.644  2.609  -5.075
H  0.108  3.394  -5.483
Br  -3.297  0.861  5.624
C  -1.764  1.396  4.666
C  -1.104  2.575  4.967
C  0.022  2.892  4.227
C  0.415  2.052  3.200
N  -0.247  0.934  2.890
C  -1.305  0.602  3.634
H  -1.460  3.220  5.758
H  0.588  3.790  4.432
H  1.286  2.275  2.600
H  -1.805  -0.325  3.387

E_LUMO, hartree: -0.024
Total charge: 0
ΔE to the lowest compared entry with this formula, charge and spin, kcal per mole: 10.3
HOMO-LUMO gap, Ha: 0.242

Löwdin population analysis, charges in e, atoms 1 to 6: 0.047 0.050 -0.263 -0.017 -0.079 -0.085



no.,E_tot (a.u.),F_max (eV/A)
1,-1835.703537,2.31
2,-2505.466788,0.33
3,-133120.961006,9.50
4,-7047.509768,0.52
5,-7168.394346,0.65